Molecular formula: C21H26MoN4O5S2Si
Method: DFT, the ωB97M-V functional and the def2-TZVPD basis

Structure (ORCA input):
```
! RIJCOSX wB97M-V def2-TZVPD def2/J DEFGRID3
* xyz 0 1
C -3.4468 1.6149 0.9355
H -6.4822 -1.1202 -0.2400
H -3.9196 2.5125 1.3078
C 3.2694 3.1546 2.6237
H -1.5614 -2.1541 4.4451
H 2.3902 3.2544 -1.6866
O -0.3522 -0.1982 3.2232
C 3.1577 -1.0420 0.2863
H -4.2859 -3.4095 -3.0959
H 5.2505 -1.0647 -0.0274
C -4.9778 -0.3019 -3.0837
C -0.4230 -1.3696 2.8335
O 2.0309 -0.3478 2.2167
C -5.9906 -1.9776 -0.7071
H -3.3402 -3.6433 -1.6164
H -5.6922 -2.6676 0.0867
H -2.7046 -2.6320 -2.9175
H 2.7366 4.9080 -1.1450
O 5.2455 -1.3383 -3.8494
H -5.0824 1.0521 -0.3195
H 2.7219 -2.0762 -3.3354
C -3.4927 -0.3786 -0.4661
C -1.0459 -2.4993 3.5508
H -1.6161 1.8853 2.0475
N 2.0988 2.4276 2.1224
C 4.1509 -1.6131 -1.8089
H -5.5667 -0.8463 -3.8290
H 4.0584 3.7361 -1.3442
C 5.3846 -1.8077 -2.7075
C 1.7809 -1.6861 -1.4606
H 0.7832 -1.8566 -1.8246
O 6.2791 -2.4662 -2.1497
H 4.7379 3.8510 1.1580
H -4.0874 0.0922 -3.5814
C 4.2779 -1.2312 -0.4707
C -2.1830 1.2785 1.3557
C 1.9862 2.5215 0.7868
H -5.5773 0.5459 -2.7395
H -1.7280 -3.0136 2.8732
C -2.2167 -0.6519 0.0443
Mo 0.3377 -0.6237 1.1532
N 1.8975 -1.2886 -0.1743
C 3.6846 3.9841 1.4017
O 4.2257 0.0372 2.1310
C 2.8652 -1.8256 -2.2925
S -1.1404 -1.9905 -0.2930
N -1.5975 0.1624 0.9134
H 4.0499 2.4545 2.9170
H -0.2621 -3.2096 3.8233
N 2.8574 3.4248 0.3333
C -4.0869 0.7819 0.0225
H 3.4865 5.0499 1.5190
C 3.0188 3.8585 -1.0396
C 3.2179 -0.4114 1.6459
C -3.6150 -2.9171 -2.3847
H -6.7266 -2.4867 -1.3369
S 0.9213 1.6364 -0.2166
Si -4.4975 -1.4394 -1.6882
H 1.7952 1.5913 2.5977
H 3.0003 3.7711 3.4768
*
```

As for the total energy: -69802.83738 eV. As for the max |F|: 1.14 eV Å⁻¹. The HOMO-LUMO gap (spin up / spin down) is 5.7 / 5.7 eV. The energy above the lowest of the compared OMol25 structures with the same formula, charge and spin comes out at 36.4 kcal per mole.